[1]
# C6H4O

A molecular structure, C6H4O (ωB97M-V/def2-TZVPD, OMol25).

As for the energy above the lowest of the compared OMol25 structures with the same formula, charge and spin: 552.4 kJ/mol. Its multiplicity is 1. The calculation puts the molar mass at 92.097 g mol⁻¹. For the energy, the calculation gives -306.001150 Eh. Its gap between HOMO and LUMO (alpha / beta) is 7.933 / 7.932 eV.

Positions of all 11 atoms, in Å:
C 0.347 -1.070 -0.049
C 1.165 -2.078 0.056
O -2.273 1.321 0.076
C -1.914 0.046 -0.079
C -0.525 -0.100 -0.312
C 0.513 0.892 -0.096
C 1.177 1.894 0.049
H -3.235 1.382 0.025
H 1.056 -2.933 -0.599
H 1.934 -2.132 0.811
H 1.755 2.778 0.116

Charges obtained by Löwdin population analysis, quoted in units of e: -0.04, 0.06, 0.01, -0.06, -0.25, -0.15, 0.16, 0.10, 0.08, 0.07, 0.03

---

[2]
# C6H4O

A molecular structure, C6H4O (ωB97M-V/def2-TZVPD, OMol25).

As for the energy above the lowest of the compared OMol25 structures with the same formula, charge and spin: 576.5 kJ/mol. Its multiplicity is 1. The calculation puts the molar mass at 92.097 g mol⁻¹. For the energy, the calculation gives -305.991971 Eh. Its gap between HOMO and LUMO is 8.442 eV.

Positions of all 11 atoms, in Å:
C -0.992 -0.736 -0.154
C -0.670 -0.891 -1.658
C 0.208 -1.425 -0.810
C 0.373 -0.932 0.532
C 0.266 0.496 0.659
C 0.592 1.478 -0.399
O 1.046 1.199 -1.486
H -1.897 -1.048 0.362
H 0.463 -1.572 1.402
H 0.263 0.906 1.679
H 0.348 2.525 -0.127

Charges obtained by Löwdin population analysis, quoted in units of e: -0.15, 0.10, -0.05, -0.19, -0.02, -0.27, 0.05, 0.14, 0.14, 0.13, 0.12